{
  "formula": "C15H60N30O15",
  "method": "the ωB97M-V functional and the def2-TZVPD basis",
  "elements": ["H", "H", "N", "N", "N", "H", "O", "N", "N", "H", "H", "O", "H", "C", "N", "N", "N", "C", "H", "N", "H", "H", "H", "H", "H", "H", "N", "H", "H", "H", "H", "H", "H", "H", "N", "N", "H", "H", "H", "O", "O", "H", "H", "C", "C", "H", "N", "O", "H", "N", "N", "N", "H", "N", "C", "H", "C", "N", "N", "C", "N", "H", "H", "O", "H", "H", "O", "C", "O", "H", "H", "O", "O", "H", "H", "N", "H", "H", "H", "O", "H", "H", "N", "H", "H", "H", "H", "N", "H", "H", "H", "C", "C", "H", "H", "O", "N", "C", "C", "N", "C", "H", "N", "O", "C", "O", "H", "N", "N", "H", "O", "C", "H", "N", "H", "H", "N", "H", "H", "H"],
  "positions_angstrom": [[-1.93486, 3.25608, -1.97345], [1.77308, -2.00498, -4.41717], [0.24000, 0.46360, 3.77330], [-1.08884, -0.53791, 5.26138], [3.53808, -2.25379, 2.36255], [2.11518, -0.42285, -3.37658], [-0.46233, -3.29272, 3.38921], [4.59456, 0.14812, -0.44164], [-0.25499, -0.40089, -4.34477], [-0.30537, 3.40226, 4.65685], [1.66333, -2.41518, -0.78221], [-2.25473, -1.20367, -5.26986], [0.36423, 0.39691, -4.33164], [3.83943, -0.92445, -0.65583], [0.85850, 0.88950, 0.41636], [2.99571, -0.19080, -3.81354], [2.74782, -2.05407, -4.67712], [-3.22237, -4.22337, -1.71457], [3.49334, -2.34491, -1.85042], [-1.29875, 0.70087, -5.83003], [3.34564, 0.73832, -3.62810], [1.68349, 0.35401, 0.18670], [0.12536, -4.92012, 1.71437], [0.81381, 4.49027, 5.38125], [-2.23959, -4.33202, -3.49695], [5.19561, -1.98116, -1.75664], [-1.60167, 3.92344, 1.46297], [-2.43679, 1.01202, -3.70130], [-0.53560, 1.33416, -5.63861], [-3.40656, -2.29642, -1.04408], [-4.79604, 4.67949, -3.56321], [-2.77116, 3.25198, -0.47964], [-2.21066, -2.80955, -2.64825], [0.03536, -4.86281, -3.56040], [-0.54855, -4.25610, 1.36079], [-0.28294, -0.17533, -0.98677], [-0.45103, -1.32065, 5.23665], [2.58229, 4.93062, 4.40323], [3.19487, -1.67315, 1.61078], [-1.69728, 5.85567, 2.51487], [4.96900, 3.70394, 1.92384], [-1.90820, 2.99146, 1.22307], [0.86833, -0.32589, 3.81821], [-0.22647, 0.87298, -0.25633], [-1.30470, -0.42175, -5.18501], [4.04498, 0.86857, 2.43673], [0.65013, 3.71419, 4.75594], [0.53919, -2.49585, -2.86076], [3.99766, 0.88057, -0.08481], [-3.29199, 0.05121, 1.85182], [4.26460, -1.90005, -1.37359], [-3.39199, 0.88012, -3.40081], [-1.90800, 0.91267, -6.60723], [-1.11205, -2.16874, 1.49951], [-3.70342, -0.00686, -2.53309], [-2.01508, -0.68146, 5.63764], [-4.48112, 0.59164, 1.89900], [0.39775, -4.66424, -2.63880], [2.45110, 4.22184, 3.69576], [3.61485, -1.09969, -4.45789], [1.44705, -3.35211, -1.09122], [3.00116, 2.24918, 2.10651], [-4.23858, -3.50943, -0.16545], [2.79904, -1.08980, -0.04893], [-3.04814, 4.24261, 4.12104], [0.25363, 1.19511, 3.07702], [1.25161, 2.74860, 2.71608], [1.37947, 3.53112, 3.66468], [5.15424, -0.73139, 2.63307], [-2.25452, 2.94680, 3.42488], [0.75010, -5.51222, -2.21822], [-2.92879, -0.69778, -1.98457], [4.75986, -1.11856, -4.77983], [-1.03886, -1.25349, 1.92029], [-4.51380, -0.33050, 0.15049], [6.08154, 1.74228, 2.04894], [-5.32786, -1.14154, -2.05008], [-0.23870, -1.10592, -3.62174], [-0.86594, 4.28771, 0.87466], [-4.99210, 1.18354, 2.77436], [0.86512, 1.54377, 1.18576], [-5.58270, 0.54242, -2.57651], [3.91372, 1.81641, 2.11353], [2.98206, -2.91370, -5.15280], [0.62067, -0.59861, -1.14307], [6.93106, 2.06104, 2.49258], [5.44668, 0.30424, -0.96086], [-3.94823, 4.51320, -3.04006], [-2.74060, 0.62277, 2.47583], [-3.11194, -0.12183, 0.87318], [3.24916, 3.99451, 3.11999], [5.04736, 2.52071, 2.12512], [-1.91021, 4.67552, 2.47143], [-1.42588, -2.30913, 0.54983], [5.80686, -2.21248, 4.48519], [-1.13052, 1.50833, 0.16062], [5.00470, -2.52337, 3.95604], [4.58340, -1.76753, 2.95660], [-3.96164, 3.79626, -1.95583], [-2.53429, -3.76393, -2.71560], [-0.87581, 0.51128, 4.48714], [5.85824, 0.76332, 2.15788], [-3.48788, -3.27267, -0.79830], [-3.39073, -5.47202, -1.49888], [0.78980, -3.49639, -2.23259], [-4.94716, 3.77550, -1.28164], [-0.82664, -4.16550, 0.39407], [-4.98524, -0.23168, -2.32371], [-2.81292, 3.35258, -1.48375], [4.46454, -3.33040, 4.23360], [-1.64169, 1.38352, 4.28867], [-0.69449, -3.22873, 2.16923], [-3.05727, 4.57462, -3.51177], [-5.12534, 0.07380, 0.84523], [-6.11524, 0.16162, 0.66504], [-4.07850, 1.54252, -3.73250], [-2.58042, 3.89412, 3.29649], [-1.00866, -0.27352, -1.68232], [3.46506, -3.25904, 2.42768], [1.66146, -4.13043, -0.48431]],
  "atomic_forces_ev_per_a": [[-0.37, 0.10, -0.01], [0.20, 0.15, -0.06], [1.31, -0.29, -0.69], [-0.59, -1.17, 1.68], [-2.20, -0.75, -1.26], [0.23, 0.20, -0.13], [0.35, 0.58, -0.94], [-0.24, 0.54, -0.26], [0.57, -1.37, 1.53], [-0.08, -0.15, 0.58], [0.14, -0.10, 0.32], [1.46, -0.41, 0.46], [-0.10, -0.52, 0.13], [2.18, 1.35, 1.17], [5.01, 1.93, 2.71], [-2.71, 6.10, 3.91], [-2.21, -4.63, -1.47], [0.12, -5.21, 2.04], [0.52, -0.78, -0.03], [-0.10, 4.48, -2.94], [0.37, -0.42, -0.09], [0.04, -0.14, 0.27], [-0.60, -0.48, -0.49], [0.02, -0.22, -0.24], [-0.28, 0.10, 0.46], [-0.31, 0.35, -0.32], [3.23, -1.65, -4.85], [-0.28, -0.02, 0.27], [-0.35, 0.08, -0.69], [-0.09, 0.04, -0.28], [0.17, 0.05, 0.28], [-0.25, -0.50, -0.71], [-0.13, -0.02, -0.68], [0.01, 0.79, 0.14], [0.75, -2.68, -0.84], [-0.51, -3.14, -4.52], [-0.38, -0.03, -0.07], [0.26, -0.23, -0.20], [-0.39, -0.70, -0.49], [0.47, 1.17, -0.28], [0.69, 3.19, 0.73], [-0.03, -0.97, 0.17], [-0.02, 0.32, -0.32], [1.22, -1.94, 1.97], [-2.03, -1.74, 0.79], [-0.77, -0.17, 0.02], [-3.19, -0.71, 0.62], [-0.81, 2.64, -1.72], [1.01, 0.64, 0.49], [3.50, 0.23, 1.08], [1.42, -3.03, -2.74], [0.92, 3.90, -2.72], [0.08, -0.31, 0.22], [-0.59, 2.26, -0.35], [-2.69, -0.63, -0.40], [0.26, 0.03, 0.00], [-2.80, -2.41, -1.55], [-0.21, -4.14, -0.65], [4.03, 3.08, 0.37], [1.00, -2.11, -1.38], [0.80, -1.05, 1.44], [0.17, -0.02, 0.16], [0.27, -0.04, 0.18], [-3.79, 0.83, 0.96], [0.06, 0.40, -0.02], [0.95, -0.24, 0.12], [-2.11, -0.72, -0.78], [0.80, -0.60, -0.28], [0.03, 0.58, 0.02], [-0.26, -1.02, -0.05], [-0.08, 0.19, 0.26], [5.22, -3.57, 2.84], [2.86, 0.28, -0.75], [-0.45, -0.24, -0.16], [-1.18, -0.01, -0.34], [3.76, -1.42, 0.63], [0.06, 0.43, 0.02], [0.42, 0.01, -0.03], [0.14, 0.15, -0.66], [-1.14, 2.81, 3.04], [0.53, 0.02, -0.14], [-0.70, -0.77, 0.08], [-1.80, -1.97, 0.41], [0.43, 0.38, 0.04], [-0.47, -0.38, -0.42], [0.06, 0.02, -0.38], [-0.33, 0.34, 0.07], [1.29, 1.11, -4.18], [1.43, -0.44, -0.32], [1.91, 0.14, 0.60], [0.22, 0.31, -0.42], [-2.67, 0.77, -1.84], [-1.73, 1.90, 3.15], [0.08, 0.61, 0.20], [-0.23, -0.30, -0.05], [-5.86, 4.54, 0.63], [1.17, -0.95, 1.76], [1.82, 0.71, 0.76], [-1.10, 1.24, 1.67], [1.57, 1.40, -2.79], [2.46, -3.83, -0.31], [0.58, -0.10, 0.16], [-1.19, 0.64, 1.75], [-0.36, 3.19, -0.70], [0.34, 0.84, 0.71], [-2.60, -1.17, 1.73], [0.39, -0.54, 0.18], [-2.99, 1.07, 0.04], [3.12, -1.12, 1.38], [0.39, 0.29, 0.29], [-4.24, 4.85, -0.43], [0.13, 0.45, 2.58], [-0.40, 0.30, -0.43], [-2.05, -0.35, -2.48], [0.39, 0.26, 0.09], [0.22, -0.29, -0.23], [-1.51, -0.71, 2.78], [-0.26, -0.31, 0.00], [-0.74, 0.34, -0.50], [-0.05, 0.27, -0.06]],
  "mulliken_charge": [0.141, -0.005, 0.096, -0.375, -0.144, 0.001, -0.713, -0.194, 0.292, 0.117, -0.532, -0.655, 0.289, 0.182, 0.246, -0.108, -0.110, 0.441, 0.025, -0.261, 0.184, -0.321, 0.258, 0.247, 0.228, 0.268, 0.364, 0.172, 0.139, -0.103, 0.278, 0.042, -0.176, 0.292, -0.342, 1.313, 0.129, 0.168, -0.158, -0.555, -0.754, -0.048, 0.194, 0.920, 0.126, -0.026, -0.321, -0.853, 0.160, -0.023, -0.291, -0.255, 0.258, 0.590, 0.056, 0.260, 0.556, -0.275, -0.316, 0.562, 0.126, 0.164, 0.249, 0.262, 0.318, -0.238, -0.848, 0.595, -0.837, 0.108, 0.170, 0.597, -0.690, -0.278, 0.045, -0.379, 0.277, -0.221, 0.213, -0.636, -0.419, 0.118, 0.273, 0.195, -0.593, 0.268, 0.235, -0.392, -0.110, 0.027, -0.043, 0.626, 0.482, -0.208, 0.268, -0.123, -0.444, 0.493, 0.538, 0.003, 0.415, 0.353, -0.115, -0.757, 0.466, -0.651, -0.026, -0.373, -0.005, 0.140, -0.716, 0.601, 0.165, -0.305, 0.208, 0.211, -0.055, -0.890, 0.272, 0.194],
  "e_homo_ev": [-11.2, -11.2],
  "s2": 0.759,
  "e_tot_ev": -91946.1147,
  "gap_ev": [8.69, 3.23],
  "total_charge": 1,
  "e_above_lowest_kj_mol": 111.4,
  "spin_multiplicity": 2
}